(1)
105
Properties=species:S:1:pos:R:3:lowdin_charge:R:1 method="wB97M-V/def2-TZVPD" s_squared=0.933 molar_mass_g_mol=1090.94 e_homo_ev="-8.4 / -8.3" orbital_gap_ev="6.252 / 5.577" e_above_lowest_kcal_mol=115.1 spin_multiplicity=2 fmax_ev_per_a=6.32
Ir -0.614 0.956 0.716 1.21
F 5.315 0.320 3.507 0.13
C 4.155 -0.086 2.953 -0.59
F 4.490 -0.968 1.982 0.13
F 3.491 -0.771 3.895 0.14
C 3.375 1.065 2.394 -0.11
C 3.907 2.339 2.388 0.03
C 3.197 3.375 1.793 -0.03
C 1.962 3.084 1.247 -0.12
N 1.437 1.869 1.301 -0.06
C 2.097 0.858 1.852 -0.67
S 1.251 -0.628 1.795 0.80
H 4.872 2.518 2.841 0.13
H 3.589 4.380 1.761 0.11
H 1.378 3.841 0.738 0.12
F -1.956 2.757 -3.418 0.15
B -1.831 2.986 -2.062 -1.25
F -1.749 1.727 -1.345 -0.02
F -2.905 3.693 -1.533 0.13
F -0.632 3.689 -1.792 0.08
C -1.419 -3.332 2.918 -0.05
C -1.858 -4.251 1.788 -0.42
C -0.682 -4.738 0.957 -0.08
O -2.890 -3.568 1.020 -0.31
P -2.762 -2.673 -0.293 -0.11
S -2.482 -3.723 -1.935 0.32
S -1.153 -1.400 -0.232 0.41
O -4.153 -1.943 -0.363 -0.29
C -5.343 -1.990 0.474 -0.41
C -5.073 -1.485 1.877 -0.05
C -5.944 -3.387 0.481 -0.05
H -0.702 -3.845 3.559 0.09
H -2.278 -3.028 3.517 0.08
H -0.945 -2.439 2.511 0.02
H -2.389 -5.114 2.196 0.14
H -0.104 -3.896 0.579 0.04
H -1.024 -5.336 0.115 0.06
H -0.033 -5.349 1.585 0.09
H -6.013 -1.301 -0.042 0.14
H -4.501 -2.222 2.440 0.07
H -6.022 -1.306 2.385 0.09
H -4.510 -0.560 1.834 0.05
H -5.297 -4.068 1.030 0.07
H -6.066 -3.761 -0.535 0.09
H -6.919 -3.354 0.967 0.09
O 0.927 0.530 -1.041 -0.43
P 1.593 0.195 -2.338 0.58
N 2.314 1.546 -2.981 -0.18
C 2.169 1.985 -4.372 -0.17
C 2.711 3.428 -4.382 -0.15
C 3.360 3.620 -3.003 -0.16
C 2.517 2.714 -2.117 -0.21
N 2.841 -0.896 -2.167 -0.19
C 4.190 -0.458 -1.809 -0.19
C 4.959 -1.771 -1.563 -0.15
C 3.880 -2.873 -1.492 -0.15
C 2.567 -2.102 -1.383 -0.21
N 0.679 -0.550 -3.488 -0.18
C 1.242 -1.369 -4.567 -0.20
C 0.243 -1.211 -5.708 -0.17
C -1.091 -1.062 -4.969 -0.15
C -0.721 -0.202 -3.766 -0.18
H 1.127 1.961 -4.702 0.11
H 2.752 1.328 -5.023 0.11
H 1.887 4.130 -4.503 0.11
H 3.421 3.586 -5.193 0.10
H 3.334 4.658 -2.672 0.11
H 4.396 3.277 -3.012 0.11
H 1.566 3.192 -1.870 0.10
H 3.010 2.413 -1.190 0.10
H 4.191 0.158 -0.899 0.11
H 4.608 0.134 -2.622 0.11
H 5.521 -1.710 -0.631 0.10
H 5.662 -1.969 -2.371 0.10
H 4.027 -3.539 -0.642 0.11
H 3.883 -3.469 -2.405 0.11
H 2.344 -1.854 -0.339 0.06
H 1.707 -2.632 -1.798 0.11
H 1.294 -2.416 -4.247 0.11
H 2.252 -1.048 -4.825 0.10
H 0.256 -2.064 -6.385 0.11
H 0.456 -0.305 -6.280 0.11
H -1.452 -2.035 -4.636 0.09
H -1.861 -0.592 -5.577 0.11
H -1.339 -0.392 -2.896 0.07
H -0.828 0.855 -4.002 0.10
O 0.827 1.918 4.413 0.11
C -0.316 1.626 4.160 -0.40
N -0.817 1.213 2.940 0.02
C -2.151 1.066 2.991 -0.48
O -2.771 0.797 1.967 -0.02
C -2.636 1.335 4.366 -0.08
C -3.891 1.326 4.931 0.01
C -3.987 1.690 6.274 -0.06
C -2.858 2.039 7.004 -0.06
C -1.589 2.036 6.424 0.01
C -1.501 1.685 5.097 -0.08
H -4.764 1.057 4.351 0.12
H -4.955 1.710 6.756 0.11
H -2.966 2.323 8.042 0.11
H -0.706 2.306 6.988 0.12
N -1.342 3.194 0.867 0.05
H -2.342 3.155 0.683 0.06
H -0.924 3.663 0.063 0.03
H -1.169 3.730 1.707 0.08

(2)
99
Properties=species:S:1:pos:R:3:lowdin_charge:R:1 method="wB97M-V/def2-TZVPD" molar_mass_g_mol=973.40 e_homo_ev=-12.5 total_charge=+3 orbital_gap_ev=1.525 fmax_ev_per_a=3.99
Ba 25.048 15.382 -13.181 1.76
Ba 19.516 10.528 -10.990 1.85
C 22.608 16.515 -6.355 -0.01
C 22.653 16.314 -7.881 -0.74
O 23.307 17.206 -8.502 -0.07
O 22.103 15.315 -8.420 -0.11
H 23.646 16.656 -6.055 0.08
H 22.268 15.613 -5.844 0.06
H 21.926 17.321 -6.084 0.08
C 26.446 20.528 0.278 -0.06
C 27.594 21.298 0.116 -0.07
C 28.535 21.431 1.120 -0.01
C 28.258 20.888 2.340 -0.13
C 27.116 20.061 2.511 -0.01
C 26.253 19.808 1.496 -0.07
N 29.187 21.117 3.486 -0.30
O 30.328 21.618 3.303 0.05
O 28.831 20.827 4.642 0.06
H 25.622 20.474 -0.419 0.10
H 27.676 21.708 -0.880 0.10
H 29.432 21.991 0.900 0.12
H 26.844 19.830 3.530 0.12
H 25.324 19.257 1.474 0.10
C 27.738 12.766 0.293 -0.06
C 28.043 14.080 -0.190 -0.07
C 29.236 14.676 0.081 -0.03
C 30.228 14.061 0.867 -0.12
C 29.902 12.761 1.294 0.00
C 28.703 12.102 1.022 -0.07
N 31.516 14.620 1.239 -0.39
O 32.417 13.962 1.641 0.12
O 31.624 15.798 1.022 0.09
H 26.735 12.367 0.242 0.10
H 27.337 14.643 -0.783 0.10
H 29.395 15.723 -0.131 0.12
H 30.552 12.296 2.021 0.12
H 28.536 11.114 1.426 0.11
C 15.373 22.046 -4.079 -0.08
C 16.516 22.066 -3.281 -0.07
C 17.775 22.077 -3.873 0.00
C 17.890 22.362 -5.255 -0.15
C 16.726 22.428 -6.034 0.00
C 15.431 22.317 -5.452 -0.05
N 19.191 22.659 -5.826 -0.36
O 19.239 23.369 -6.829 0.08
O 20.119 22.084 -5.292 0.08
H 14.397 21.796 -3.690 0.10
H 16.392 21.641 -2.296 0.11
H 18.665 22.010 -3.266 0.12
H 16.758 22.568 -7.105 0.11
H 14.642 22.446 -6.178 0.10
C 28.915 12.084 -15.245 -0.10
O 29.400 13.234 -14.513 -0.21
C 30.331 12.886 -13.482 -0.16
C 30.829 14.190 -12.650 -0.21
O 29.652 14.860 -12.353 -0.24
C 29.888 15.947 -11.371 -0.04
H 28.558 11.247 -14.645 0.08
H 29.512 11.731 -16.086 0.10
H 27.998 12.449 -15.709 0.06
H 31.073 12.201 -13.890 0.13
H 29.851 12.333 -12.675 0.11
H 31.619 14.712 -13.190 0.12
H 31.341 13.987 -11.709 0.12
H 30.348 15.539 -10.471 0.09
H 28.891 16.360 -11.220 0.07
H 30.529 16.702 -11.826 0.10
C 27.594 19.460 -15.905 -0.11
O 26.211 19.431 -15.645 -0.22
C 25.479 20.501 -16.294 -0.16
C 24.062 20.575 -15.686 -0.23
O 23.657 19.315 -15.220 -0.21
C 22.310 19.426 -14.658 -0.07
H 28.005 18.488 -15.632 0.08
H 28.087 20.222 -15.302 0.09
H 27.844 19.705 -16.938 0.09
H 25.428 20.272 -17.359 0.13
H 25.828 21.510 -16.071 0.13
H 23.393 21.185 -16.293 0.13
H 24.193 21.224 -14.820 0.12
H 21.829 18.455 -14.538 0.07
H 21.656 19.926 -15.372 0.09
H 22.323 20.029 -13.750 0.10
C 18.771 11.222 -5.458 -0.10
O 17.885 11.323 -6.534 -0.20
C 16.580 11.766 -6.324 -0.23
C 16.318 13.136 -6.846 -0.15
O 16.672 13.169 -8.288 -0.22
C 15.728 13.941 -9.027 -0.12
H 19.667 10.629 -5.641 0.09
H 18.238 10.739 -4.640 0.09
H 18.982 12.178 -4.979 0.10
H 16.184 11.766 -5.309 0.14
H 15.910 11.010 -6.735 0.13
H 16.795 14.002 -6.386 0.14
H 15.262 13.346 -6.678 0.13
H 14.868 13.325 -9.288 0.08
H 16.075 14.289 -10.000 0.08
H 15.261 14.728 -8.436 0.09

(3)
86
Properties=species:S:1:pos:R:3:lowdin_charge:R:1 method="wB97M-V/def2-TZVPD" molar_mass_g_mol=749.26 e_homo_ev=-5.7 orbital_gap_ev=4.973 fmax_ev_per_a=0.98
Li -0.275 -1.696 -0.008 0.59
C -3.149 -1.094 0.221 -0.25
C -3.383 -2.440 -0.121 -0.26
C -2.655 -3.255 0.764 -0.29
C -1.956 -2.410 1.666 -0.31
C -2.272 -1.075 1.341 -0.30
C -1.970 0.147 2.164 -0.08
C -1.208 -2.909 2.873 -0.06
C -2.734 -4.750 0.880 -0.06
C -4.281 -2.924 -1.227 -0.06
C -3.803 0.118 -0.381 -0.05
H -2.892 0.583 2.568 0.08
H -1.476 0.930 1.585 -0.01
H -1.327 -0.097 3.013 0.06
H -1.904 -3.260 3.644 0.08
H -0.593 -2.126 3.321 0.06
H -0.554 -3.751 2.625 0.06
H -3.440 -5.043 1.666 0.08
H -1.765 -5.193 1.137 0.07
H -3.083 -5.205 -0.050 0.06
H -5.285 -3.168 -0.865 0.08
H -3.885 -3.829 -1.698 0.05
H -4.391 -2.169 -2.007 0.07
H -4.119 0.816 0.401 0.07
H -4.689 -0.160 -0.953 0.07
H -3.135 0.666 -1.055 0.05
Br 6.274 -2.978 0.381 0.78
C 4.422 -2.600 0.463 -0.66
C 3.988 -1.371 0.936 -0.09
C 2.626 -1.137 0.923 -0.13
N 1.725 -2.003 0.471 0.07
C 2.151 -3.204 0.051 -0.20
C 3.505 -3.537 0.039 -0.05
C 1.127 -4.121 -0.474 -0.21
C 1.317 -5.502 -0.513 -0.06
C 0.345 -6.279 -1.104 -0.66
Br 0.534 -8.161 -1.178 0.77
C -0.786 -5.685 -1.643 -0.09
C -0.908 -4.314 -1.507 -0.12
N 0.006 -3.545 -0.927 0.08
H 4.689 -0.628 1.288 0.11
H 2.227 -0.201 1.298 0.08
H 3.829 -4.501 -0.327 0.11
H 2.193 -5.951 -0.068 0.11
H -1.549 -6.274 -2.129 0.11
H -1.794 -3.805 -1.869 0.11
C -0.576 5.267 -0.770 -0.11
C -1.048 3.830 -0.569 -0.69
C -2.014 3.764 0.612 -0.13
C -1.765 3.352 -1.830 -0.14
Sb 0.517 2.260 -0.156 1.60
C 1.791 2.315 -2.011 -0.71
C 1.966 3.706 -2.607 -0.12
C 1.039 1.407 -2.984 -0.15
C 3.160 1.696 -1.743 -0.13
C 1.731 3.145 1.527 -0.71
C 3.218 2.855 1.362 -0.13
C 1.543 4.650 1.673 -0.13
C 1.197 2.427 2.765 -0.15
H -1.423 5.861 -1.135 0.09
H 0.223 5.349 -1.504 0.05
H -0.238 5.717 0.162 0.05
H -2.805 4.511 0.481 0.09
H -1.521 3.978 1.564 0.06
H -2.488 2.783 0.687 0.05
H -2.671 3.947 -1.992 0.09
H -2.066 2.305 -1.752 0.05
H -1.135 3.466 -2.714 0.06
H 1.022 4.095 -2.992 0.06
H 2.672 3.667 -3.446 0.09
H 2.363 4.411 -1.873 0.07
H 0.045 1.792 -3.218 0.05
H 0.918 0.401 -2.574 0.06
H 1.595 1.323 -3.925 0.09
H 3.825 2.385 -1.225 0.06
H 3.629 1.438 -2.699 0.09
H 3.081 0.778 -1.158 0.05
H 3.644 3.452 0.555 0.07
H 3.420 1.801 1.160 0.05
H 3.745 3.120 2.286 0.09
H 1.824 5.174 0.758 0.07
H 2.179 5.024 2.485 0.09
H 0.512 4.905 1.920 0.06
H 1.305 1.342 2.685 0.05
H 0.139 2.647 2.926 0.07
H 1.753 2.747 3.655 0.09

(4)
137
Properties=species:S:1:pos:R:3:lowdin_charge:R:1 method="wB97M-V/def2-TZVPD" molar_mass_g_mol=4459.53 e_homo_ev=-2.2 total_charge=-2 orbital_gap_ev=3.707 fmax_ev_per_a=6.83
C 1.768 4.165 -0.464 -0.13
C 0.202 4.242 -0.940 -0.25
C -0.086 4.766 -2.502 -0.10
C -0.999 3.934 -0.119 -0.18
C -1.323 2.538 0.672 -0.19
C -0.258 1.320 0.411 -0.18
C -0.184 0.783 -1.136 -0.32
C -1.330 -0.357 -1.405 -0.12
C 1.353 0.322 -1.469 -0.19
C 1.595 -1.297 -1.548 -0.30
P 3.396 -1.855 -1.194 0.35
C 2.565 -3.592 -0.897 -0.34
C 3.621 -4.841 -1.045 -0.24
C 3.796 -5.743 0.324 -0.30
N 4.909 -5.090 1.145 -0.05
P 3.327 -1.435 0.977 0.58
O 1.680 -1.270 1.537 -0.49
Cl 4.195 0.510 1.372 0.05
O 3.711 -2.547 -2.794 -0.41
C 5.158 -2.170 -2.924 -0.20
C 5.516 -0.725 -2.163 -0.22
C 6.847 -0.722 -1.191 -0.37
O 7.465 -1.889 -0.856 -0.17
O 7.467 0.507 -0.629 -0.31
O 4.197 -0.353 -1.561 -0.40
H 2.427 4.231 -1.458 0.09
H 2.120 5.051 0.216 -0.09
H 2.085 3.169 0.061 0.07
H 0.921 4.773 -3.142 0.09
H -0.491 5.887 -2.446 0.07
H -0.944 4.143 -3.023 0.07
H -1.801 4.811 -0.011 -0.14
H -1.270 2.790 1.835 0.11
H -2.418 2.118 0.497 0.07
H -0.640 0.398 1.065 0.12
H 0.766 1.638 0.879 0.10
H -0.432 1.686 -1.878 0.12
H -1.436 -0.701 -2.523 0.02
H -2.372 0.147 -1.116 0.01
H -1.225 -1.272 -0.645 0.09
H 2.063 0.891 -0.718 0.07
H 1.610 0.755 -2.548 0.12
H 0.901 -1.942 -0.862 0.06
H 1.360 -1.625 -2.670 0.07
H 4.671 -2.436 -0.861 0.02
H 1.928 -3.616 0.091 0.05
H 1.786 -3.707 -1.792 0.08
H 3.175 -5.586 -1.865 0.05
H 4.691 -4.544 -1.416 0.10
H 2.764 -5.765 0.889 0.10
H 4.139 -6.824 -0.044 0.10
H 4.680 -4.061 1.106 0.02
H 4.899 -5.436 2.132 0.05
H 1.226 -2.161 1.646 0.04
H 5.224 -2.048 -4.110 0.11
H 5.895 -3.060 -2.624 0.12
H 5.718 0.128 -2.952 0.14
C -6.080 -0.551 -0.887 -1.56
Br -5.124 -2.208 -0.532 0.54
Br -4.936 1.006 -0.668 0.58
Br -6.946 -0.574 -2.629 0.49
H -6.874 -0.473 -0.137 -0.12
C -8.887 -0.573 2.737 -1.57
Br -9.154 -1.701 1.175 0.59
Br -9.116 -1.565 4.394 0.55
Br -7.177 0.352 2.677 0.58
H -9.667 0.196 2.713 -0.02
C -5.930 4.917 -2.114 -1.57
Br -7.093 4.871 -0.555 0.54
Br -4.051 4.969 -1.613 0.58
Br -6.311 3.460 -3.345 0.53
H -6.145 5.850 -2.646 -0.03
C -6.654 -4.874 5.923 -1.58
Br -5.668 -3.245 6.322 0.56
Br -8.349 -4.947 6.875 0.49
Br -6.888 -5.127 4.008 0.56
H -6.048 -5.711 6.284 -0.03
C 3.706 -7.540 -4.903 -1.60
Br 2.069 -8.570 -4.690 0.52
Br 3.396 -5.633 -4.673 0.59
Br 5.126 -8.188 -3.742 0.55
H 4.044 -7.687 -5.934 -0.03
C -7.755 -8.683 2.717 -1.62
Br -8.895 -9.824 1.628 0.55
Br -8.187 -8.822 4.608 0.53
Br -5.868 -9.013 2.380 0.56
H -7.957 -7.650 2.417 -0.05
C 2.589 7.877 2.384 -1.55
Br 1.450 6.737 1.295 0.71
Br 2.157 7.739 4.275 0.53
Br 4.477 7.548 2.047 0.61
H 2.387 8.911 2.085 -0.03
C -9.698 0.990 -5.453 -1.59
Br -10.837 -0.151 -6.542 0.55
Br -10.130 0.851 -3.562 0.53
Br -7.810 0.660 -5.790 0.53
H -9.900 2.023 -5.753 -0.02
C -4.252 5.273 2.839 -1.53
Br -3.033 5.544 1.348 0.66
Br -5.615 6.658 2.921 0.53
Br -5.031 3.490 2.822 0.53
H -3.659 5.354 3.756 -0.02
C 8.669 3.113 -2.428 -1.58
Br 10.400 2.961 -3.301 0.51
Br 8.689 4.444 -1.008 0.53
Br 7.239 3.440 -3.706 0.53
H 8.462 2.147 -1.957 -0.06
C 7.597 2.681 2.682 -1.57
Br 5.785 3.245 2.254 0.48
Br 8.395 3.797 4.062 0.50
Br 7.678 0.793 3.142 0.58
H 8.196 2.816 1.776 -0.05
C 3.379 2.767 5.914 -1.59
Br 2.535 1.658 7.270 0.52
Br 3.388 1.900 4.172 0.52
Br 2.588 4.542 5.835 0.50
H 4.425 2.896 6.212 -0.02
C -6.728 -4.298 10.871 -1.58
Br -8.404 -3.581 10.192 0.53
Br -5.949 -5.598 9.650 0.55
Br -5.468 -2.888 11.326 0.56
H -6.960 -4.831 11.799 -0.03
C -2.690 -2.480 -5.231 -1.58
Br -3.854 -2.526 -3.672 0.53
Br -0.811 -2.429 -4.730 0.60
Br -3.072 -3.938 -6.462 0.52
H -2.905 -1.548 -5.763 -0.02
C 1.596 -4.099 -8.592 -1.59
Br -0.216 -3.536 -9.020 0.52
Br 2.394 -2.984 -7.212 0.56
Br 1.677 -5.988 -8.133 0.54
H 2.195 -3.965 -9.498 -0.03
C 7.031 10.396 2.752 -1.61
Br 5.825 11.855 2.306 0.53
Br 8.452 10.204 1.438 0.55
Br 7.733 10.563 4.558 0.54
H 6.442 9.473 2.722 -0.10